The following is a DFT calculation (ωB97M-V/def2-TZVPD) of a structure of composition C6H27B3NO2Sn.

Summary:
Multiplicity: 2
E_HOMO (alpha / beta): 0.0243 / -0.0452 Eh
Charge: -2

The geometry in XYZ format:
```
40
Properties=species:S:1:pos:R:3:forces:R:3:lowdin_spin:R:1
Sn -0.200265 -1.311208 -0.374441 0.728 -0.540 0.019 0.700
B 2.570240 -2.892058 -0.488546 -0.588 0.010 -0.092 0.029
H 1.773042 -3.575902 -0.241404 -3.600 -2.969 1.189 0.000
H 2.566722 -1.985819 0.097072 -0.201 3.312 2.695 0.006
H 3.517027 -3.401798 -0.399052 3.863 -2.092 0.617 0.000
H 2.495507 -2.549274 -1.508920 -0.563 0.912 -3.913 0.008
B -3.069230 -2.283713 0.536232 -0.133 0.001 0.023 0.040
H -2.302675 -2.959951 0.190781 3.342 -2.750 -1.310 0.005
H -3.919472 -2.405601 -0.116820 -3.464 -0.367 -2.784 0.003
H -3.385354 -2.515601 1.541483 -1.035 -1.041 4.083 0.001
H -2.741122 -1.255887 0.523152 1.420 4.303 -0.184 0.009
B 3.157107 0.048241 -1.504818 0.664 0.146 -0.301 0.007
H 3.594816 0.932871 -1.940799 1.847 4.004 -1.711 0.000
H 3.150000 -0.748094 -2.232853 0.060 -2.803 -2.912 0.000
H 3.662862 -0.310694 -0.621854 2.196 -1.041 3.382 0.000
H 2.132842 0.237561 -1.223266 -4.789 0.933 1.273 0.004
C 1.826203 -0.713337 2.806236 -0.156 -0.948 0.754 0.017
O 1.285495 0.107818 1.846155 0.044 2.419 -0.827 0.062
C 1.145412 1.506418 2.201640 -0.093 -1.498 -1.148 0.004
C 0.698087 2.227481 0.900421 0.376 -1.101 1.520 0.002
N -0.617704 1.738722 0.496318 0.651 0.957 -1.381 0.009
C -1.067983 2.532520 -0.684165 -0.261 -1.108 0.106 0.002
C -2.288498 1.886631 -1.296638 -1.525 -0.745 0.784 0.002
O -2.110356 0.546001 -1.636004 1.248 -1.443 -1.594 0.040
C -3.189442 -0.150166 -2.310272 -0.140 1.592 1.058 0.018
H 2.630217 -1.339829 2.420013 0.174 0.277 -0.290 0.000
H 1.034050 -1.403365 3.096860 -0.061 -0.240 0.448 0.011
H 2.155334 -0.150055 3.679440 0.178 0.038 0.232 0.000
H 2.073187 1.918136 2.598905 0.373 0.033 -0.246 0.001
H 0.436699 1.542226 3.029010 -0.560 0.372 0.065 0.001
H 1.440601 1.967329 0.146054 0.004 0.061 -0.173 0.000
H 0.688029 3.299253 1.098690 0.107 0.449 -0.067 0.000
H -1.236902 1.932877 1.270271 -0.445 -0.208 0.005 0.001
H -0.323016 2.615060 -1.475557 0.547 -0.294 0.414 0.000
H -1.336149 3.547229 -0.389970 -0.119 0.360 -0.013 0.001
H -2.705373 2.462117 -2.123151 0.086 0.264 -0.268 0.000
H -3.042451 1.808740 -0.513316 -0.607 0.724 0.330 0.000
H -4.038181 -0.025652 -1.637786 -0.365 -0.520 -0.047 0.000
H -2.999302 -1.205365 -2.506480 0.541 0.241 0.552 0.014
H -3.460001 0.326137 -3.252623 0.254 0.298 -0.288 0.001
```
Forces are in eV/Å.